7 unconnected molecules or ions with the total composition C22H34N4O4 at a distorted geometry, computed with ωB97M-V with the def2-TZVPD basis set.

Atoms and positions in Å:
C: -27.58 -19.43 14.98
C: -28.29 -18.21 15.07
C: -28.93 -18.32 16.26
N: -28.69 -19.52 16.87
C: -27.86 -20.22 16.04
H: -27.00 -19.72 14.12
H: -28.23 -17.47 14.28
H: -29.61 -17.58 16.65
H: -29.14 -19.80 17.73
H: -27.55 -21.21 16.31
C: -27.58 -27.13 29.96
C: -28.11 -28.06 29.11
C: -28.77 -29.03 29.91
N: -28.73 -28.73 31.19
C: -28.10 -27.49 31.17
H: -26.92 -26.30 29.72
H: -27.90 -28.08 28.05
H: -29.26 -29.98 29.73
H: -28.96 -29.28 32.01
H: -27.88 -27.02 32.12
C: -22.42 -34.14 18.25
C: -21.19 -34.79 18.36
C: -20.39 -34.23 19.34
N: -21.19 -33.19 19.85
C: -22.34 -33.15 19.18
H: -23.17 -34.37 17.50
H: -20.87 -35.66 17.80
H: -19.46 -34.48 19.84
H: -20.98 -32.56 20.62
H: -23.00 -32.33 19.40
C: -29.80 -29.68 19.05
C: -29.36 -28.65 18.28
C: -30.03 -27.52 18.69
N: -30.98 -27.97 19.54
C: -30.74 -29.23 19.92
H: -29.60 -30.73 18.95
H: -28.62 -28.68 17.50
H: -30.12 -26.53 18.27
H: -31.64 -27.40 20.05
H: -31.38 -29.73 20.63
O: -32.19 -21.91 22.57
C: -32.63 -22.23 23.66
C: -32.10 -21.79 24.97
C: -33.34 -22.12 25.82
C: -33.91 -23.32 25.20
O: -33.67 -23.07 23.84
H: -31.23 -22.42 25.12
H: -31.90 -20.72 24.91
H: -33.05 -22.25 26.86
H: -33.97 -21.23 25.73
H: -33.43 -24.19 25.66
H: -34.94 -23.48 25.51
C: -26.34 -26.12 22.36
O: -26.43 -24.85 21.71
H: -27.29 -26.46 22.74
H: -25.87 -26.86 21.71
H: -25.60 -26.07 23.16
H: -27.31 -24.54 21.94
C: -23.14 -25.55 15.89
O: -24.00 -25.45 14.86
H: -22.92 -24.54 16.25
H: -23.45 -26.28 16.64
H: -22.31 -26.04 15.39
H: -23.68 -24.75 14.29

Output
LUMO level: 0.25 eV
HOMO level: -0.2966 hartree
E: -37511.0077 eV
gap between HOMO and LUMO: 8.32 eV
ΔE to the lowest compared entry with this formula, charge and spin: 176.7 kcal/mol

---

A molecular structure, C49H47BrCsN3O6P at a distorted geometry, computed with ωB97M-V with the def2-TZVPD basis set.

Atoms and positions in Å:
Cs: -0.29 1.31 0.44
O: 1.59 4.57 1.55
C: 2.05 4.82 2.79
C: 2.70 6.02 3.05
C: 3.19 6.29 4.32
C: 3.02 5.38 5.35
C: 2.37 4.18 5.09
C: 1.89 3.88 3.83
C: 1.19 2.55 3.53
O: 0.32 2.66 2.52
N: 2.30 1.58 3.22
N: 2.05 0.26 3.03
C: 1.08 -0.29 3.64
C: 0.87 -1.73 3.50
Br: 1.05 -2.45 1.75
C: 0.52 -2.59 4.47
C: 0.31 -2.29 5.90
C: -0.41 -1.20 6.36
C: -0.59 -0.99 7.72
C: -0.06 -1.88 8.64
C: 0.63 -3.00 8.19
C: 0.81 -3.20 6.83
H: 0.98 3.76 1.70
H: 2.81 6.72 2.24
H: 3.69 7.24 4.50
H: 3.39 5.60 6.34
H: 2.25 3.46 5.88
H: 0.74 2.18 4.47
H: 2.89 1.91 2.46
H: 0.40 0.25 4.28
H: 0.44 -3.63 4.21
H: -0.87 -0.51 5.67
H: -1.15 -0.13 8.06
H: -0.21 -1.72 9.70
H: 1.04 -3.71 8.90
H: 1.35 -4.07 6.49
C: -7.03 -0.62 0.11
O: -6.91 0.59 -0.61
C: -5.64 1.03 -0.88
C: -5.57 2.27 -1.52
C: -4.34 2.78 -1.84
C: -3.12 2.13 -1.58
C: -1.86 2.74 -2.02
C: -1.82 4.13 -2.63
O: -0.77 2.18 -1.91
C: -3.20 0.82 -0.91
O: -2.18 0.13 -0.63
C: -4.50 0.33 -0.57
H: -8.09 -0.75 0.30
H: -6.49 -0.57 1.06
H: -6.65 -1.47 -0.47
H: -6.48 2.81 -1.76
H: -4.32 3.73 -2.35
H: -2.77 4.61 -2.83
H: -1.24 4.08 -3.55
H: -1.26 4.77 -1.93
H: -4.51 -0.63 -0.09
C: 3.35 2.13 -0.71
C: 4.07 0.82 -0.98
C: 3.48 -0.32 -0.17
C: 4.12 0.47 -2.48
C: 5.12 -0.65 -2.81
O: 4.38 -1.57 -3.61
C: 3.09 -1.12 -3.61
N: 2.84 -0.04 -3.02
C: 2.18 -1.98 -4.41
C: 2.76 -2.61 -5.52
C: 2.00 -3.39 -6.37
C: 0.65 -3.57 -6.12
C: 0.08 -2.97 -5.02
C: 0.83 -2.17 -4.14
P: -0.03 -1.50 -2.67
C: -1.54 -0.91 -3.49
C: -1.39 0.24 -4.27
C: -2.48 0.80 -4.92
C: -3.74 0.22 -4.78
C: -3.89 -0.91 -4.01
C: -2.80 -1.48 -3.37
C: -0.50 -3.05 -1.85
C: -1.44 -2.98 -0.82
C: -1.73 -4.11 -0.07
C: -1.08 -5.31 -0.31
C: -0.14 -5.38 -1.32
C: 0.15 -4.26 -2.09
H: 3.40 2.40 0.34
H: 2.29 2.05 -0.97
H: 3.75 2.95 -1.29
H: 5.12 0.95 -0.69
H: 2.43 -0.48 -0.43
H: 3.51 -0.12 0.90
H: 3.98 -1.27 -0.33
H: 4.36 1.38 -3.04
H: 5.46 -1.18 -1.91
H: 5.99 -0.32 -3.38
H: 3.81 -2.46 -5.71
H: 2.47 -3.85 -7.24
H: 0.04 -4.18 -6.78
H: -0.97 -3.12 -4.81
H: -0.42 0.72 -4.35
H: -2.35 1.69 -5.51
H: -4.59 0.68 -5.27
H: -4.87 -1.35 -3.88
H: -2.94 -2.36 -2.76
H: -1.91 -2.03 -0.58
H: -2.46 -4.03 0.74
H: -1.31 -6.18 0.29
H: 0.39 -6.30 -1.51
H: 0.89 -4.33 -2.87

Output
LUMO level: 2.09 eV
HOMO level: -0.1761 hartree
E: -148211.3909 eV
gap between HOMO and LUMO: 6.89 eV
net charge: -1

---

A single C15H22O2 molecule at a distorted geometry, computed with ωB97M-V with the def2-TZVPD basis set.

Atoms and positions in Å:
C: -2.46 -1.26 1.08
C: -1.24 -0.68 1.12
C: -1.03 0.51 2.02
C: 0.28 1.18 1.77
O: 0.71 1.85 2.94
O: 1.30 0.23 1.54
C: 1.10 -0.27 0.21
C: 0.82 0.97 -0.61
C: 0.33 1.95 0.46
C: -0.02 3.31 0.23
C: -0.55 4.20 1.34
C: 0.24 4.02 -1.12
C: 2.22 -1.14 -0.34
C: 3.67 -0.57 -0.25
C: 2.08 -2.43 0.46
C: 0.59 -2.52 0.79
C: -0.10 -1.25 0.29
H: -3.30 -0.89 1.64
H: -2.65 -2.11 0.44
H: -1.80 1.25 1.84
H: -1.09 0.17 3.05
H: 1.68 1.78 2.93
H: 1.72 1.34 -1.07
H: 0.08 0.74 -1.39
H: -0.99 5.17 0.96
H: -1.37 3.70 1.91
H: 0.27 4.48 2.02
H: -0.60 4.70 -1.39
H: 1.14 4.63 -1.03
H: 0.38 3.28 -1.93
H: 2.01 -1.32 -1.43
H: 3.78 0.06 0.65
H: 3.87 0.05 -1.10
H: 4.41 -1.39 -0.25
H: 2.40 -3.34 -0.05
H: 2.65 -2.33 1.42
H: 0.50 -2.63 1.86
H: 0.10 -3.39 0.37
H: -0.48 -1.43 -0.73

Output
LUMO level: 0.77 eV
HOMO level: -0.3138 hartree
E: -20005.9721 eV
gap between HOMO and LUMO: 9.31 eV
ΔE to the lowest compared entry with this formula, charge and spin: 32.9 kcal/mol

---

A molecular structure, C5H6S2 at a distorted geometry, computed with ωB97M-V with the def2-TZVPD basis set.

Atoms and positions in Å:
C: -0.47 -0.73 0.00
C: 0.49 -0.09 1.05
C: 0.48 -0.11 -1.06
C: 1.78 -0.81 -0.66
C: 1.78 -0.79 0.68
H: -2.75 -1.38 0.01
H: -0.47 -1.83 0.00
H: 0.21 0.03 2.08
H: 0.19 -0.05 -2.06
H: 2.52 -1.20 -1.35
H: 2.54 -1.18 1.37
S: -2.18 -0.15 0.01
S: 0.52 1.45 -0.01

Output
LUMO level: 0.61 eV
HOMO level: -0.3158 hartree
E: -26950.5404 eV
gap between HOMO and LUMO: 9.20 eV
ΔE to the lowest compared entry with this formula, charge and spin: 31.9 kcal/mol

---

- What is the HOMO level in the fourth record?
  -0.3158 hartree

---

- LUMO level of number 2 (C49H47BrCsN3O6P)?
  2.09 eV

---

- Look up the gap between HOMO and LUMO of the third one.
  9.31 eV

---

- The lowest LUMO level belongs to which entry?
  C22H34N4O4